Entry from OMol25: C4H4Br2N2P2 in the gas phase in a non-equilibrium geometry (ωB97M-V with the def2-TZVPD basis set).

The geometry in XYZ format:
```
14
C4H4Br2N2P2 (ωB97M-V with the def2-TZVPD basis set)
C -1.711 0.879 -0.693
C 1.709 0.339 0.976
C -2.210 0.674 0.556
C 2.220 0.702 -0.246
N -0.434 1.096 -0.999
N 0.447 0.339 1.243
P -0.915 0.003 1.847
P 0.979 0.759 -1.607
Br -1.242 1.115 3.744
Br 1.554 2.647 -2.695
H -2.277 1.299 -1.519
H 2.339 0.200 1.922
H -3.191 0.388 0.834
H 3.242 0.579 -0.548
```

Summary:
M = 301.85 g mol⁻¹
spin multiplicity = 3
HOMO level (spin up / spin down) = -7.7466 / -8.5710 eV
charge = 0
expectation value of S² = 2.0768